(w)
A 2-piece molecular cluster, C3H3NO2 overall. Source: the OMol25 dataset; level of theory: the ωB97M-V functional and the def2-TZVPD basis.

Element x y z (Å)
N  -1.4229  -1.6142  1.2539
C  -0.6235  -1.0921  0.5923
C  0.3962  -0.5011  -0.2143
O  1.4624  -1.2742  -0.6500
C  0.5102  0.8032  -0.4882
O  0.6931  1.8847  -0.8671
H  1.4930  -1.2302  -1.6150
H  -1.0498  1.4267  1.2931
H  -1.4587  1.5972  0.6954

Calculated values
Kohn-Sham gap: 9.154 eV
Multiplicity: 1
HOMO: -9.6 eV
Structure (SMILES): N#CC(O)=C=O.[H][H]

=====

(x)
A 2-piece molecular cluster, C3H3NO2 overall. Source: the OMol25 dataset; level of theory: the ωB97M-V functional and the def2-TZVPD basis.

Element x y z (Å)
C  1.8592  1.1314  -1.7081
C  -0.4506  0.2706  0.3524
C  -0.4023  -1.1371  0.6691
N  1.9184  1.6454  -2.7714
O  -1.2468  1.1797  -0.1996
O  -0.7088  1.3686  1.1199
H  0.1487  -1.2737  1.6546
H  0.3520  -1.6501  -0.0064
H  -1.4697  -1.5348  0.8895

Calculated values
Kohn-Sham gap (alpha / beta): 5.855 / 5.859 eV
Multiplicity: 1
HOMO (alpha / beta): -9.2 / -9.2 eV

=====

(y)
C3H3NO2 as an isolated structure. Source: the OMol25 dataset; level of theory: the ωB97M-V functional and the def2-TZVPD basis.

Element x y z (Å)
O  -1.6913  1.9007  0.5773
C  -1.1168  1.0180  0.1418
C  -0.6201  -0.8736  -0.2576
N  0.6352  -0.8398  -0.6613
C  1.4002  0.0414  -0.0037
O  0.9405  0.9426  0.7280
H  -0.8551  -1.0778  0.7952
H  -1.3893  -1.1703  -0.9718
H  2.4757  0.0093  -0.2200

Calculated values
Kohn-Sham gap: 9.853 eV
Multiplicity: 1
HOMO: -9.7 eV

=====

(z)
One molecule with the formula C3H3NO2. Source: the OMol25 dataset; level of theory: the ωB97M-V functional and the def2-TZVPD basis.

Element x y z (Å)
O  -0.3076  -1.7114  -0.3843
C  -0.9648  -0.8398  0.1390
C  -0.3759  0.4930  0.4646
N  0.8453  0.9035  -0.2938
C  1.0552  0.3443  0.9079
O  1.8507  -0.1015  1.6758
H  -2.0205  -1.0024  0.4280
H  -1.0450  1.3083  0.7363
H  1.0978  0.4558  -1.1704

Calculated values
Kohn-Sham gap: 10.395 eV
Multiplicity: 1
HOMO: -10.2 eV
Structure (SMILES): O=C[C@@H]1NC1=O

=====

Which structure loses on stability? (x) does.

=====

(w)
A 2-piece molecular cluster, C3H3NO2 overall. Source: the OMol25 dataset; level of theory: the ωB97M-V functional and the def2-TZVPD basis.

Element x y z (Å)
C  0.4998  -1.0872  -0.0256
C  -2.1970  0.7616  0.0479
C  1.3781  0.0309  -0.0980
N  -1.1655  0.6355  -0.5139
O  -3.2368  0.9415  0.5584
O  0.1180  -2.1816  -0.0481
H  2.4757  -0.3855  -0.0218
H  1.0463  0.5419  0.8641
H  1.0813  0.7429  -0.7630

Calculated values
Kohn-Sham gap (alpha / beta): 7.852 / 7.851 eV
Multiplicity: 1
HOMO (alpha / beta): -8.7 / -8.7 eV

=====

(x)
One molecule with the formula C3H3NO2. Source: the OMol25 dataset; level of theory: the ωB97M-V functional and the def2-TZVPD basis.

Element x y z (Å)
N  -1.4855  -1.6756  -0.8751
C  -0.5430  -0.9009  -0.7315
C  0.3729  -0.0744  -0.2751
O  1.6499  -0.4795  -0.0463
C  -0.0375  1.2273  0.2382
O  0.7765  1.9148  0.8255
H  -1.6594  -1.7689  0.1364
H  2.0126  0.2275  0.5136
H  -1.1035  1.5071  0.1452

Calculated values
Kohn-Sham gap: 9.327 eV
Multiplicity: 1
HOMO: -9.2 eV
Structure (SMILES): N=C=C(O)C=O

=====

(y)
One molecule with the formula C3H3NO2. Source: the OMol25 dataset; level of theory: the ωB97M-V functional and the def2-TZVPD basis.

Element x y z (Å)
N  -2.3606  -0.2168  1.3868
C  -1.4098  -0.2657  0.7324
C  -0.1756  -0.3708  -0.0717
O  -0.4295  -0.3807  -1.4310
C  0.9345  0.6151  0.2445
O  1.6456  0.9834  -0.6582
H  0.3579  -1.2759  0.2918
H  0.2733  0.1864  -1.8052
H  1.1664  0.7332  1.3141

Calculated values
Kohn-Sham gap: 11.209 eV
Multiplicity: 1
HOMO: -11.2 eV
Structure (SMILES): N#C[C@@H](O)C=O

=====

Which structure loses on stability? (w) does.

=====

(w)
A 2-piece molecular cluster, C3H10NS overall. Source: the OMol25 dataset; level of theory: the ωB97M-V functional and the def2-TZVPD basis.

Element x y z (Å)
C  0.3012  0.7816  -1.3259
C  -0.0085  0.8790  1.0995
C  -1.2532  -1.9648  -0.1547
N  0.5353  0.1755  -0.0371
S  2.0591  -0.5613  0.1059
H  0.6531  0.1230  -2.1184
H  -0.7614  0.9697  -1.4608
H  0.8306  1.7363  -1.4156
H  -1.0296  1.1865  0.8768
H  -0.0203  0.2347  1.9781
H  0.5742  1.7754  1.3362
H  -2.0402  -1.4403  -0.6600
H  -0.5377  -2.5166  -0.7331
H  -1.3118  -2.1137  0.9059
H  2.0085  -0.7479  1.4400

Calculated values
Kohn-Sham gap (alpha / beta): 6.158 / 9.846 eV
Multiplicity: 1
Charge: +1
HOMO (alpha / beta): -13.1 / -14.4 eV

=====

(x)
An isolated ion of composition C3H10NS and charge +1. Source: the OMol25 dataset; level of theory: the ωB97M-V functional and the def2-TZVPD basis.

Element x y z (Å)
C  -0.7561  0.8163  1.1017
N  -1.1759  1.9285  0.4198
H  -1.4546  -0.0188  1.1001
H  -0.4710  0.9907  2.1404
H  -1.0758  2.8198  0.8977
H  -2.0282  1.8053  -0.0887
C  1.4230  -1.8216  0.1841
S  0.8561  -0.0524  0.2908
C  0.0982  -0.0296  -1.3663
H  1.4742  -2.0637  -0.9123
H  2.4788  -1.8611  0.4722
H  0.8325  -2.5654  0.7536
H  -0.3295  1.0115  -1.5419
H  -0.7523  -0.6972  -1.4038
H  0.8806  -0.2625  -2.0475

Calculated values
Kohn-Sham gap: 10.158 eV
Multiplicity: 1
Charge: +1
HOMO: -14.4 eV

=====

Which structure loses on stability? (w) does.

=====

(w)
An isolated ion of composition C3H10NS and charge +1. Source: the OMol25 dataset; level of theory: the ωB97M-V functional and the def2-TZVPD basis.

Element x y z (Å)
C  -0.6554  -1.4334  0.2307
N  -1.8683  -1.6089  0.7400
H  0.1023  -1.8111  0.9318
H  -0.3141  -1.7044  -0.8508
H  -2.6900  -1.6260  0.0949
H  -2.1703  -1.0785  1.6213
C  1.3275  0.9002  1.0499
S  -0.1202  0.6889  0.1059
C  0.3502  0.9988  -1.6631
H  1.4133  0.1951  1.9798
H  1.2145  2.0105  1.4215
H  2.2097  0.9648  0.4379
H  -0.4480  0.6965  -2.2696
H  0.2792  2.0417  -1.8859
H  1.3693  0.7659  -1.9443

Calculated values
Kohn-Sham gap: 10.429 eV
Multiplicity: 1
Charge: +1
HOMO: -13.9 eV

=====

(x)
A 2-piece molecular cluster, C3H10NS overall. Source: the OMol25 dataset; level of theory: the ωB97M-V functional and the def2-TZVPD basis.

Element x y z (Å)
C  0.9588  1.7991  0.2809
N  1.5680  1.3839  -0.7873
H  0.4385  2.7484  0.3167
H  1.2502  1.3168  1.2054
H  1.2941  1.6749  -1.7187
H  1.9841  0.4618  -0.7151
C  -0.6249  -1.5392  -0.6613
C  -0.5538  -1.0950  0.7940
S  -1.1692  0.5996  1.0480
H  -1.6507  -1.4780  -1.0441
H  -0.0457  -0.9081  -1.3395
H  -0.3200  -2.5790  -0.7672
H  0.4705  -1.0051  1.1524
H  -1.1145  -1.8148  1.3948
H  -2.4853  0.4348  0.8410

Calculated values
Kohn-Sham gap: 8.628 eV
Multiplicity: 1
Charge: +1
HOMO: -13.7 eV

=====

Which structure loses on stability? (w) does.

=====

(w)
A 2-piece molecular cluster, C5H6O2S overall. Source: the OMol25 dataset; level of theory: the ωB97M-V functional and the def2-TZVPD basis.

Element x y z (Å)
C  -1.0216  2.0048  -1.1364
C  -0.4273  1.2569  -0.0230
C  -0.2952  -1.0537  -0.0447
C  0.7461  -2.1677  0.6067
C  0.8853  -0.5519  0.6725
H  -2.7016  1.8254  -1.4890
H  -0.4954  1.8373  0.8794
H  0.1727  -1.1567  -1.1580
H  1.3106  -2.8534  -0.1083
H  0.6818  -2.6870  1.4697
H  0.7855  -0.1956  1.5926
O  0.0003  2.9543  -1.4307
O  -1.0981  -0.0091  0.3442
S  1.4570  0.7965  -0.1750

Calculated values
Kohn-Sham gap: 8.058 eV
Multiplicity: 1
HOMO: -8.9 eV

=====

(x)
One molecule with the formula C5H6O2S. Source: the OMol25 dataset; level of theory: the ωB97M-V functional and the def2-TZVPD basis.

Element x y z (Å)
O  -1.3558  1.2874  -0.8882
C  -1.5420  0.2670  -0.0316
S  -2.9997  -0.4432  0.0651
C  -0.2579  -0.2701  0.6351
C  0.3882  -1.2689  -0.3207
C  1.6157  -0.8294  -0.6264
O  1.9411  0.3907  -0.1094
C  0.8427  0.8008  0.7186
H  -2.2318  1.5349  -1.2465
H  -0.5671  -0.7236  1.5997
H  -0.0982  -2.1631  -0.6582
H  2.4191  -1.2308  -1.2974
H  0.6154  1.8192  0.3680
H  1.2304  0.8292  1.7920

Calculated values
Kohn-Sham gap: 9.059 eV
Multiplicity: 1
HOMO: -8.7 eV
Structure (SMILES): OC(=S)[C@H]1C=COC1

=====

Which structure loses on stability? (w) does.

=====

(w)
A 3-piece molecular cluster, C3H10NO4 overall. Source: the OMol25 dataset; level of theory: the ωB97M-V functional and the def2-TZVPD basis.

Element x y z (Å)
C  1.1821  1.6395  0.8621
N  1.0721  0.3372  0.4939
C  0.4616  -0.7086  1.3757
C  -0.9513  -1.1001  0.9350
O  -1.2474  -1.2915  -0.4087
O  1.3058  2.5758  0.0488
H  1.0680  1.9517  1.9813
H  0.9813  0.1319  -0.4657
H  0.4647  -0.2795  2.3388
H  1.1288  -1.4968  1.3602
H  -1.5666  -0.2343  1.1470
H  -1.2692  -2.1110  1.4015
H  0.1534  -0.4019  -2.5930
H  -0.1159  -1.2474  -1.1584
O  0.5205  -1.2476  -2.1409
H  -1.3020  0.4092  -1.6799
H  -0.5549  1.7172  -1.5368
O  -1.3310  1.3561  -1.9608

Calculated values
Kohn-Sham gap: 8.251 eV
Multiplicity: 1
Charge: -1
HOMO: -4.5 eV

=====

(x)
A 3-piece molecular cluster, C3H10NO4 overall. Source: the OMol25 dataset; level of theory: the ωB97M-V functional and the def2-TZVPD basis.

Element x y z (Å)
C  -0.7925  -1.1675  -2.6845
N  0.4847  -0.5506  -2.2764
C  0.5590  -0.0680  -0.8466
C  0.9003  -1.3045  0.0601
O  1.2008  -0.8235  1.1530
O  0.6378  -2.3531  -0.4147
H  -0.5431  -2.2453  -3.1038
H  -1.1270  -0.5841  -3.5167
H  -1.6184  -1.2308  -1.8313
H  1.2496  -1.2587  -2.2211
H  -0.3263  0.3959  -0.3156
H  1.3808  0.7336  -0.8772
H  1.5833  0.8594  2.8781
H  1.2216  1.3240  1.4795
O  1.2516  1.6668  2.3914
H  -2.7594  1.7874  3.3993
H  -1.1962  2.2723  3.2201
O  -2.1067  2.5466  3.5064

Calculated values
Kohn-Sham gap: 7.441 eV
Multiplicity: 1
Charge: -1
HOMO: -3.9 eV

=====

Which structure loses on stability? (w) does.

=====

(w)
A 3-piece molecular cluster, C3H10NO4 overall. Source: the OMol25 dataset; level of theory: the ωB97M-V functional and the def2-TZVPD basis.

Element x y z (Å)
C  0.3962  0.1979  -1.2461
N  -0.5202  1.1104  -0.5068
C  -0.0658  1.9742  0.5560
O  1.0554  1.7648  1.0618
O  -0.9476  2.7824  0.9206
C  -0.4273  -1.0464  -1.7451
H  0.8610  0.7449  -2.0751
H  1.1703  -0.1327  -0.5791
H  -1.3184  1.2829  -1.1894
H  -0.9534  -0.8192  -2.6991
H  -1.0649  -1.4270  -0.9914
H  0.3798  -1.7404  -1.8396
H  -0.3022  -1.3524  1.9815
H  -1.1383  -1.3072  0.7586
O  -1.0433  -1.7821  1.5494
H  0.9086  0.6517  2.1263
H  1.8478  -0.5025  1.6327
O  1.1623  -0.3992  2.2846

Calculated values
Kohn-Sham gap: 8.503 eV
Multiplicity: 1
Charge: -1
HOMO: -4.8 eV

=====

(x)
A 3-piece molecular cluster, C3H10NO4 overall. Source: the OMol25 dataset; level of theory: the ωB97M-V functional and the def2-TZVPD basis.

Element x y z (Å)
O  2.2262  2.4545  -0.5582
C  1.3155  1.9555  0.0768
C  1.4839  0.5416  0.6274
N  0.3068  0.1684  1.4442
C  -0.8751  -0.0850  0.4342
O  -0.5460  -0.7657  -0.6507
H  0.4222  2.5753  0.2176
H  2.3416  0.4862  1.3070
H  1.6303  -0.1573  -0.2086
H  0.5649  -0.7264  1.8435
H  -1.2412  0.9538  0.2535
H  -1.6411  -0.6141  1.0397
H  -0.5503  -3.0066  1.1838
H  -0.2190  -2.2853  -0.0983
O  0.0035  -3.1270  0.4116
H  -1.1429  0.0345  -2.2165
H  -2.3770  1.0080  -2.2850
O  -1.7022  0.5896  -2.8222

Calculated values
Kohn-Sham gap: 8.409 eV
Multiplicity: 1
Charge: -1
HOMO: -4.5 eV

=====

Which structure loses on stability? (x) does.

=====

(w)
A 2-piece molecular cluster, C4H12N3 overall. Source: the OMol25 dataset; level of theory: the ωB97M-V functional and the def2-TZVPD basis.

Element x y z (Å)
C  -0.7572  -1.3538  0.6520
C  0.1710  -1.4329  1.7147
C  1.2361  2.1213  -1.3672
C  0.8893  0.9914  -0.4022
N  -2.1044  -1.2148  0.3123
N  -1.1493  -2.0769  -0.3921
N  -0.5667  0.6919  -0.2611
H  -0.4125  -1.6191  2.5647
H  0.6767  -0.4882  1.8387
H  0.9355  -2.1675  1.6131
H  1.0749  1.8130  -2.4008
H  0.8851  3.0498  -1.0971
H  2.3050  2.2315  -1.3942
H  1.0652  1.2622  0.7057
H  1.3309  0.0229  -0.7404
H  -2.6261  -1.6540  1.0797
H  -1.1018  -2.0490  -1.3867
H  -0.8653  0.4059  -1.1737
H  -0.9866  1.4663  0.1347

Calculated values
Kohn-Sham gap: 9.992 eV
Multiplicity: 1
Charge: +1
HOMO: -14.4 eV

=====

(x)
An isolated ion of composition C4H12N3 and charge +1. Source: the OMol25 dataset; level of theory: the ωB97M-V functional and the def2-TZVPD basis.

Element x y z (Å)
N  -1.8539  0.5377  1.3519
C  -1.6236  0.6218  -0.1066
C  -1.1093  -0.6520  -0.7059
C  0.3827  -0.7297  -0.3633
N  0.8964  -1.0399  0.9103
C  1.2339  -0.0458  -1.1579
N  2.1408  0.9006  -0.3249
H  -1.7303  1.5275  1.6215
H  -2.8370  0.4180  1.5872
H  -2.6390  0.8213  -0.4833
H  -0.8820  1.4498  -0.4109
H  -1.3376  -0.7721  -1.7516
H  -1.5828  -1.4781  -0.1507
H  0.1943  -0.7121  1.6009
H  0.9707  -2.0018  1.2133
H  1.2690  0.2649  -2.2071
H  2.7744  1.4128  -0.9390
H  1.6613  1.4474  0.3818
H  2.7639  0.2614  0.2192

Calculated values
Kohn-Sham gap: 9.648 eV
Multiplicity: 1
Charge: +1
HOMO: -13.3 eV
Structure (SMILES): NCC/C(N)=C/[NH3+]

=====

(y)
A 2-piece molecular cluster, C4H12N3 overall. Source: the OMol25 dataset; level of theory: the ωB97M-V functional and the def2-TZVPD basis.

Element x y z (Å)
C  1.4610  -0.4409  -0.4474
C  0.6981  0.2455  -1.5935
C  1.2072  1.7060  -1.9569
N  -2.4554  -0.7484  2.7784
C  -1.8711  0.1803  1.7700
N  -1.2142  -0.1805  0.6380
N  0.7852  -1.6401  0.0368
H  2.5026  -0.7217  -0.6744
H  1.4706  0.2574  0.4050
H  0.3766  -0.5797  -2.2436
H  -0.2253  0.4222  -0.9683
H  2.0707  1.9458  -1.2757
H  1.5558  1.8548  -2.9530
H  -2.9768  -0.3991  3.6616
H  -1.9778  -1.6845  2.8390
H  -2.3544  1.1520  1.8210
H  0.4083  2.3798  -1.7557
H  0.6174  -2.3632  -0.6576
H  -0.0785  -1.3856  0.5761

Calculated values
Kohn-Sham gap: 5.345 eV
Multiplicity: 1
Charge: +1
HOMO: -13.9 eV

=====

(z)
An isolated ion of composition C4H12N3 and charge +1. Source: the OMol25 dataset; level of theory: the ωB97M-V functional and the def2-TZVPD basis.

Element x y z (Å)
N  -2.1775  -0.2177  -1.9114
C  -0.9884  0.3636  -1.4186
C  -0.2285  -0.2573  -0.5165
N  -0.8722  -1.5402  -0.0232
C  1.1353  0.0337  0.0806
C  1.0181  0.4738  1.5755
N  2.1428  1.3702  2.0112
H  -2.2969  -0.0257  -2.8991
H  -2.9944  -0.0160  -1.3512
H  -0.4977  1.2888  -1.7564
H  -1.4645  -1.5535  0.8091
H  -1.5190  -1.7147  -0.8322
H  -0.1735  -2.2793  0.0680
H  1.5448  0.8763  -0.4778
H  1.8210  -0.7981  -0.1484
H  0.1853  1.1704  1.5364
H  1.0269  -0.4396  2.1682
H  2.7746  0.8430  2.6055
H  2.7007  1.6150  1.1939

Calculated values
Kohn-Sham gap: 9.403 eV
Multiplicity: 1
Charge: +1
HOMO: -12.8 eV
Structure (SMILES): N/C=C(\[NH3+])CCN

=====

Which structure loses on stability? (y) does.